1.
{
  "formula": "C23H43ClInN3O5Si",
  "method": "wB97M-V/def2-TZVPD",
  "symbols": ["O", "C", "C", "C", "H", "C", "H", "C", "H", "C", "H", "C", "H", "H", "C", "C", "H", "H", "H", "C", "C", "H", "H", "H", "H", "In", "Cl", "C", "O", "N", "C", "C", "H", "H", "H", "H", "H", "H", "H", "H", "H", "C", "C", "N", "H", "C", "O", "H", "H", "H", "H", "H", "H", "C", "C", "N", "H", "C", "O", "H", "H", "H", "H", "C", "Si", "C", "C", "O", "H", "H", "H", "H", "H", "H", "H", "H", "H"],
  "coordinates": [[-2.31078, 1.56820, -2.72646], [-1.54980, 2.32978, -2.14893], [-0.17877, 2.68793, -2.46187], [0.87865, 1.78152, -2.66862], [0.89381, 0.81755, -2.14888], [1.89154, 2.18133, -3.53213], [2.65477, 1.46261, -3.86543], [1.91111, 3.50009, -4.02023], [2.66545, 3.78996, -4.75057], [0.98038, 4.45806, -3.58575], [0.99059, 5.49210, -3.95573], [-0.02590, 4.05513, -2.72465], [-0.77055, 4.75291, -2.31845], [-1.95261, 2.87504, -1.22716], [-1.70942, 2.66924, 1.51316], [-0.40855, 2.01819, 1.21570], [-1.61278, 3.71749, 1.80908], [-2.13182, 2.10263, 2.33314], [-2.47655, 2.63074, 0.73426], [0.71644, 2.71349, 0.86872], [1.17696, 3.72869, 1.82983], [1.27207, 2.56204, -0.04516], [1.28784, 4.71748, 1.40243], [2.10337, 3.38305, 2.26458], [0.44574, 3.77232, 2.62954], [-0.08300, 0.00598, 1.47091], [0.81003, 0.79195, 3.76479], [0.84026, -2.28105, 2.74173], [-0.29133, -1.98617, 2.21728], [0.93544, -3.25759, 3.60163], [-0.21738, -4.09893, 3.91839], [2.13805, -3.40697, 4.40944], [1.76171, -1.70618, 2.53671], [-1.04701, -3.89275, 3.24469], [-0.51625, -3.93104, 4.95857], [0.11126, -5.13484, 3.81491], [2.90689, -2.74734, 3.99440], [2.44634, -4.45299, 4.34736], [1.92329, -3.12314, 5.44905], [-0.68581, -1.68437, -4.94883], [0.21908, -3.53417, -3.42644], [-0.38474, -0.98829, -4.15188], [0.40001, -2.79103, -2.63624], [-0.45252, -1.63173, -2.84892], [-1.04871, -0.11721, -4.15129], [-1.44070, -1.34280, -1.95791], [-1.42842, -1.62525, -0.77157], [0.17696, -3.21465, -1.65445], [-2.28903, -0.79711, -2.43785], [0.64149, -0.65402, -4.35176], [1.45522, -2.49691, -2.68678], [-5.44195, -1.06129, 2.84078], [-6.41203, -1.03645, 0.34775], [-5.00045, -0.10662, 2.53416], [-5.78338, -0.15328, 0.18609], [-4.66295, -0.15198, 1.11772], [-4.09840, 0.08928, 3.11514], [-3.39386, -0.16603, 0.70922], [-2.42361, -0.10557, 1.53432], [-5.40386, -0.15467, -0.83745], [-3.25387, -0.23364, -0.36973], [-5.74359, 0.67988, 2.69630], [-6.40654, 0.73431, 0.34948], [3.62390, 0.09477, 1.17265], [2.73967, -0.84751, -0.18846], [3.58360, -0.48611, -1.83515], [3.04265, -2.70200, -0.00442], [1.18110, -0.42713, -0.15271], [4.70428, -0.07504, 1.07324], [3.32512, -0.21294, 2.18288], [3.43529, 1.17319, 1.09087], [3.54128, 0.57467, -2.10585], [4.64247, -0.76753, -1.73033], [3.17124, -1.07032, -2.66788], [2.68597, -3.12093, 0.94287], [2.59481, -3.28289, -0.82032], [4.13078, -2.85309, -0.04756]],
  "atomic_forces_ev_per_a": [[1.21, 0.37, 0.06], [-1.97, -0.12, 2.38], [0.98, 0.01, -0.26], [-0.44, 0.17, -0.53], [-0.29, 0.08, -0.47], [0.29, 0.46, 0.01], [-0.30, 0.48, 0.34], [-0.18, 0.13, -0.15], [-0.12, -0.08, 0.18], [0.57, -0.10, -0.12], [0.28, -0.51, 0.28], [-0.51, -0.31, -0.25], [0.21, -0.26, -0.46], [0.27, -0.21, -1.01], [0.23, 0.18, 2.37], [0.25, 1.06, -3.48], [0.00, 0.12, 0.02], [-0.65, 0.27, 0.50], [0.48, -0.27, -0.36], [-1.45, -0.09, 0.63], [-0.73, 1.31, -0.39], [0.93, -1.16, 0.42], [0.44, 0.49, -0.02], [0.41, -0.01, 0.13], [0.06, 0.18, 0.30], [-0.27, -0.18, -1.22], [-0.01, -0.74, -0.16], [-1.79, 0.67, -0.44], [1.96, -0.19, 0.29], [0.07, -0.22, 0.34], [0.36, -0.07, 0.23], [-0.17, -0.12, -0.26], [-0.42, -0.29, 0.15], [0.21, 0.07, 0.08], [-0.04, 0.02, -0.17], [-0.17, -0.03, 0.02], [-0.05, -0.22, 0.23], [0.22, 0.14, 0.19], [0.12, -0.11, -0.27], [0.07, 0.13, 0.07], [-0.04, 0.11, 0.14], [-0.37, -0.23, 0.05], [0.22, 0.36, 0.04], [-0.27, -0.38, 0.07], [0.17, -0.15, -0.06], [0.22, 0.41, -0.41], [-0.31, -0.44, -0.38], [0.12, 0.10, -0.16], [0.47, 0.04, 0.30], [-0.21, -0.03, 0.10], [-0.17, -0.12, 0.12], [0.08, 0.09, 0.00], [0.13, 0.07, -0.07], [-0.01, -0.03, -0.07], [0.15, -0.05, 0.12], [-0.19, 0.11, -0.01], [-0.17, -0.03, -0.12], [1.86, 0.13, 2.13], [-2.43, -0.69, -1.73], [-0.10, 0.01, 0.10], [0.14, 0.07, 0.04], [0.14, -0.03, 0.04], [0.16, -0.10, -0.10], [0.46, -0.18, -0.07], [-0.30, 0.12, -0.11], [0.14, 0.18, 0.03], [0.19, -0.07, 0.18], [0.07, -0.37, 0.34], [-0.06, 0.11, 0.17], [0.03, 0.11, -0.12], [-0.01, -0.22, -0.01], [0.06, -0.17, 0.09], [-0.18, 0.09, -0.10], [0.02, 0.09, 0.15], [0.05, -0.03, -0.11], [0.06, 0.16, 0.17], [-0.16, -0.11, 0.04]],
  "lumo_energy_ev": 0.45,
  "gap_ev": 6.74,
  "total_energy_ha": -2382.4837,
  "e_homo_ev": -6.29,
  "e_above_lowest_kcal_mol": 26.1
}


2.
{
  "formula": "C23H43F7Li2O18P",
  "method": "wB97M-V/def2-TZVPD",
  "symbols": ["Li", "Li", "P", "F", "F", "F", "F", "F", "F", "C", "C", "O", "C", "O", "O", "C", "H", "H", "H", "H", "H", "H", "H", "H", "C", "C", "O", "C", "O", "O", "C", "H", "H", "H", "H", "H", "H", "H", "H", "C", "C", "O", "C", "O", "O", "C", "H", "H", "H", "H", "H", "H", "H", "H", "C", "C", "O", "C", "O", "O", "C", "H", "H", "H", "H", "H", "H", "H", "H", "C", "C", "O", "C", "O", "O", "C", "H", "H", "H", "H", "H", "H", "H", "H", "C", "C", "O", "C", "O", "O", "F", "H", "H", "H"],
  "coordinates": [[-1.12950, -1.03143, 3.63228], [0.17659, -0.45793, -2.13511], [-1.00329, -0.62214, 0.60258], [-2.30508, -0.09556, 1.56608], [-0.73403, -1.76586, 1.77426], [-2.00696, -1.66786, -0.09471], [0.30457, -1.17487, -0.31992], [-1.23608, 0.48953, -0.54820], [-0.04960, 0.41854, 1.40481], [-4.00859, 3.23702, -3.24373], [-3.04099, 2.57253, -2.38581], [-1.78349, 3.16976, -2.69254], [-0.72067, 2.42887, -3.18904], [-0.41582, 1.23663, -2.98266], [-0.03306, 3.17593, -4.00542], [1.04414, 2.50494, -4.83874], [-4.04127, 4.28335, -2.94006], [-5.03427, 2.89137, -3.11493], [-3.76111, 3.22469, -4.30520], [-3.00790, 1.51838, -2.66104], [-3.23526, 2.74360, -1.32698], [1.55016, 3.30988, -5.37177], [0.61921, 1.81079, -5.56378], [1.72529, 1.97695, -4.17138], [5.15214, 0.61314, -4.49371], [5.20342, 0.04128, -3.20968], [4.74178, 1.04989, -2.40433], [3.44963, 1.16801, -2.11861], [2.60960, 0.31888, -2.25208], [3.39216, 2.25686, -1.40367], [2.43635, 2.55884, -0.42965], [4.20249, 0.86935, -4.96341], [5.59586, -0.15863, -5.12268], [5.82057, 1.47408, -4.48572], [6.21137, -0.11817, -2.82666], [4.55601, -0.83238, -3.13445], [2.97860, 3.09952, 0.34606], [1.90830, 1.79080, 0.13549], [1.67975, 3.27226, -0.75631], [2.32347, 0.96421, 7.29531], [1.76599, -0.13844, 6.37402], [2.38565, -0.18320, 5.06147], [1.76913, -0.93071, 4.16541], [0.70182, -1.62617, 4.35421], [2.43354, -0.87646, 3.00458], [2.49782, -2.01685, 2.21035], [2.32731, 0.76157, 8.36631], [1.68460, 1.76509, 6.92310], [3.31708, 1.15823, 6.89136], [0.68250, -0.23523, 6.30485], [2.12079, -1.06470, 6.82599], [2.68368, -2.89750, 2.82519], [3.32929, -1.90840, 1.51393], [1.58098, -2.26464, 1.67547], [1.70114, -1.43214, -5.82484], [2.41375, -1.92233, -4.56677], [1.76616, -3.07669, -3.97053], [0.59747, -3.12014, -3.37987], [-0.13321, -2.12959, -3.03050], [0.15488, -4.31266, -3.51271], [-1.23593, -4.58191, -3.42295], [1.88692, -0.40970, -6.15382], [0.61166, -1.45125, -5.85242], [2.12508, -2.02928, -6.63218], [2.23397, -1.07081, -3.91050], [3.50110, -1.95441, -4.63563], [-1.40563, -4.22026, -2.40879], [-1.44142, -5.65145, -3.37847], [-1.91845, -4.08868, -4.11504], [-3.94144, 2.61607, 5.11923], [-3.45971, 2.43618, 3.72932], [-2.06312, 2.76908, 3.54527], [-1.01374, 1.95696, 3.96457], [-1.11333, 0.84400, 4.52178], [0.19425, 2.34781, 3.55248], [0.44761, 3.58478, 2.78814], [-4.90265, 2.10531, 5.17671], [-4.12498, 3.68962, 5.16297], [-3.23843, 2.16792, 5.82139], [-4.03572, 3.06755, 3.05279], [-3.64612, 1.44231, 3.32241], [-0.30655, 4.32841, 3.04572], [0.48403, 3.35961, 1.72227], [1.42025, 4.00450, 3.04489], [-3.51138, -3.37245, 1.90543], [-4.38170, -4.39729, 2.63777], [-5.06849, -5.04083, 1.62985], [-4.41651, -4.75514, 0.41474], [-4.75026, -5.23808, -0.63760], [-3.41078, -3.92620, 0.64419], [-5.16660, -3.68199, 3.39390], [-2.55714, -3.49115, 2.41871], [-3.93601, -2.37158, 1.82771], [-3.77360, -5.08174, 3.22926]],
  "atomic_forces_ev_per_a": [[0.65, 0.36, 0.04], [-0.02, 0.26, -0.19], [-1.02, 0.02, 0.27], [1.27, -0.15, -0.86], [0.41, 0.48, -0.24], [0.82, 0.73, -0.10], [-1.01, 0.24, 1.18], [-0.37, -0.49, 0.68], [-0.18, -0.73, -0.32], [-1.67, 1.81, -0.60], [0.63, -1.59, 0.18], [3.17, -0.90, -0.83], [-0.93, -1.62, 0.51], [-1.21, 2.08, 0.00], [1.25, 0.10, -1.41], [-0.69, 0.56, 1.04], [-0.04, 0.23, -0.22], [0.09, -0.35, 0.04], [0.11, -0.26, 0.08], [0.19, -0.21, 0.61], [0.03, -0.33, -0.04], [-0.23, 0.04, 0.30], [-0.34, 0.09, 0.29], [-0.13, 0.08, -0.05], [1.79, 0.07, -4.29], [-0.74, -1.52, 1.81], [-1.18, 1.73, 2.14], [1.49, -1.02, 1.86], [-1.03, -0.18, -0.61], [-0.23, 1.17, 0.00], [-0.93, 1.16, 1.47], [-0.27, -0.04, 0.60], [0.20, 0.25, -0.81], [-0.16, 0.14, -0.45], [-0.01, -0.52, -0.40], [0.29, -0.28, 0.38], [0.25, 0.03, -0.09], [0.30, -0.88, -0.75], [0.00, -0.13, -0.61], [-0.67, 0.29, -3.01], [0.71, -2.26, 1.90], [-0.92, 0.29, -0.52], [-2.35, -1.62, -0.02], [3.20, 2.29, -0.63], [-0.24, 1.21, 1.62], [-0.23, -1.99, -0.70], [-0.30, -0.04, -0.38], [0.31, 0.94, 1.16], [0.21, 0.13, 0.52], [0.16, 0.51, -0.20], [-0.32, -0.40, -0.04], [0.24, 0.01, 0.15], [-0.17, 0.24, 0.10], [-0.03, 0.53, -0.07], [0.69, -1.06, -1.55], [-2.40, 3.07, 1.42], [2.08, -0.28, -0.31], [-2.50, 4.13, -1.48], [2.55, -2.22, -0.37], [0.25, -2.12, -0.98], [-0.84, 0.24, 2.66], [0.68, 0.22, 0.69], [0.03, -0.64, 0.51], [-0.64, -0.12, -0.46], [0.29, -0.30, 0.66], [-0.32, -1.19, -0.17], [-1.19, 0.01, -0.05], [0.63, 0.07, -0.45], [0.69, 0.23, -0.29], [-0.30, 0.18, -0.35], [0.07, -1.35, -1.09], [2.43, -0.64, 0.68], [-1.40, -0.98, -1.37], [-0.38, 2.07, -0.96], [-0.39, 0.76, 0.28], [-0.54, -0.07, 0.42], [-0.03, 0.05, 0.27], [0.21, -0.06, 1.15], [-0.20, 0.42, 0.24], [0.53, 0.37, -0.06], [0.40, -0.31, 0.23], [-0.02, -0.17, -0.30], [-0.44, -0.18, 0.12], [-0.01, -0.54, 0.46], [0.73, -1.12, 1.16], [1.57, 0.65, -1.31], [0.22, -0.23, -1.29], [-1.78, -1.63, -0.90], [0.78, 0.92, 1.80], [0.63, -0.11, -1.89], [-2.27, 0.74, 2.14], [0.32, 1.00, -0.38], [0.10, -0.04, 0.44], [-0.34, -0.30, 0.18]],
  "lumo_energy_ev": -1.92,
  "gap_ev": 11.16,
  "total_energy_ha": -3312.1205,
  "e_homo_ev": -13.08,
  "e_above_lowest_kcal_mol": 0.0,
  "charge": 1
}